# 1
# C4H11N2

The ion C4H11N2 with charge +1 (ωB97M-V/def2-TZVPD, OMol25).

The geometry in XYZ format:
```
17
Properties=species:S:1:pos:R:3:forces:R:3
N -1.2318 2.3180 1.0345 3.7 -3.4 1.8
N -0.4499 -1.9654 -0.8054 0.5 -1.5 -1.1
C 1.0196 -1.7842 -0.4623 -1.3 2.7 1.2
C -0.8330 1.1778 -0.0051 0.7 0.4 1.8
C 0.2463 0.4477 0.3886 0.2 -0.3 0.5
C 1.3344 -0.2528 -0.4081 -0.8 1.5 -3.4
H 1.7695 -2.2555 -1.0388 0.5 -0.8 -0.8
H -1.9276 1.8342 1.5607 -0.9 0.4 1.2
H 2.3557 0.1187 0.0314 -1.9 -1.1 -0.8
H -0.3612 2.5988 1.6399 -2.2 -0.8 -1.3
H -0.5243 -3.0108 -0.8696 -0.4 1.3 0.2
H 0.4322 0.2270 1.4805 0.1 1.7 -0.7
H -0.8650 -1.6363 -1.7405 1.8 -0.4 1.6
H 1.2476 0.2181 -1.5510 0.5 -1.3 2.9
H -1.5547 3.1178 0.6089 -1.2 2.2 -1.5
H -1.7719 0.8761 -0.4699 0.9 0.4 -1.3
H 1.1140 -2.0292 0.6062 -0.1 -0.8 -0.4
```
Forces are in eV/Å.

Results
Highest occupied orbital energy, eV: -13.1
SMILES string: NCC/C=C/[NH3+]
Molecular weight, g/mol: 87.1
Gap between HOMO and LUMO, eV: 8.76
Net charge: +1
E_LUMO, eV: -4.3

***

# 2
# C30H27N6OS2Ti

A structure of composition C30H27N6OS2Ti (ωB97M-V/def2-TZVPD, OMol25).

The geometry in XYZ format:
```
67
Properties=species:S:1:pos:R:3:forces:R:3
Ti 0.9576 -1.1364 -0.0053 -0.6 -0.3 -0.8
S -1.7911 1.7684 -0.0286 -0.3 -0.2 -0.2
S -0.3883 -1.5180 -2.2083 -0.1 -0.1 0.1
O 0.7002 2.2245 1.9850 0.3 -0.1 -0.1
N 1.7441 0.4442 0.9470 0.0 0.2 -0.4
N -0.0703 -1.1636 1.9933 0.4 0.1 -0.1
N 1.5453 -3.2468 -0.0148 0.0 0.2 -0.1
N 3.4345 -6.9239 -0.4531 0.0 0.0 0.0
N 2.6144 -0.4532 -1.3562 -0.1 -0.1 0.4
N -1.5670 0.6704 -1.2862 -0.1 0.1 0.2
C 4.9651 0.3707 -2.5371 0.0 0.0 0.0
C -6.1963 1.3361 0.8501 0.0 0.0 0.0
C 2.6935 -3.5375 0.6334 -0.1 0.0 0.1
C 3.3442 -4.7350 0.5341 0.1 -0.1 0.0
C -1.2566 -1.9382 3.9031 -0.1 0.0 0.1
C -5.2493 0.9392 1.7848 -0.1 0.0 0.0
C -1.2019 5.8239 -1.9356 0.0 0.0 0.0
C 0.8915 1.0298 1.8148 -0.3 0.3 0.5
C -0.7998 3.4522 -1.9598 0.0 -0.1 0.0
C -1.6195 3.3418 -0.8453 0.1 0.0 0.0
C 3.1434 -1.1529 -2.3706 0.1 0.1 0.0
C -3.5323 1.6510 0.2926 0.2 0.1 0.0
C -4.4650 2.0624 -0.6525 -0.1 0.0 0.0
C -0.4119 0.2997 3.8515 0.0 0.1 0.0
C 2.5524 1.3861 0.1863 0.2 0.1 0.0
C -2.2140 4.4442 -0.2461 0.0 0.0 0.0
C 4.4258 1.0907 -1.4857 0.0 0.0 -0.2
C -0.6047 4.7092 -2.5100 0.0 0.1 0.0
C 4.3096 -0.7661 -2.9952 0.0 0.0 0.0
C 1.0315 -4.2225 -0.7976 0.1 0.1 0.0
C 2.8239 -5.7407 -0.3052 -0.1 0.1 0.0
C -1.0957 -0.7054 4.5209 0.0 -0.1 -0.1
C -0.7329 -2.1284 2.6383 0.0 0.0 -0.2
C -3.8997 1.0925 1.5100 0.1 0.0 0.0
C -5.8079 1.8936 -0.3645 0.0 0.0 -0.1
C -1.9994 5.6931 -0.8059 0.0 0.0 0.0
C 0.0992 0.0252 2.6000 -0.2 -0.3 0.0
C 1.6238 -5.4397 -0.9835 0.0 -0.1 0.1
C -0.6665 -0.3139 -1.1282 0.6 0.2 0.5
C 3.2298 0.6613 -0.9345 0.1 -0.1 0.1
H -6.5505 2.2062 -1.0858 0.0 0.0 0.0
H -1.7751 -2.7463 4.3995 0.0 0.0 0.0
H 4.2571 -4.9024 1.0896 0.0 0.0 0.0
H -4.1516 2.5211 -1.5827 0.0 0.0 0.0
H 2.6079 -2.0437 -2.6718 0.0 0.0 0.0
H 4.9212 1.9720 -1.1018 0.0 0.0 0.0
H -2.2110 0.7114 -2.0745 0.0 0.0 0.0
H -0.3274 2.5836 -2.3985 0.0 0.0 0.0
H 3.2996 1.8637 0.8242 0.0 0.0 0.0
H -2.4585 6.5629 -0.3566 0.0 0.0 0.0
H 0.1086 -3.9889 -1.3056 0.0 0.0 0.0
H 0.0158 4.8181 -3.3889 0.0 0.0 0.0
H -1.0440 6.8022 -2.3689 0.0 0.0 0.0
H -0.8416 -3.0711 2.1172 0.0 0.0 0.0
H -3.1414 0.7937 2.2256 0.0 0.0 0.0
H -7.2486 1.2167 1.0703 0.0 0.0 0.0
H 3.0398 -7.6345 -1.0436 0.0 0.0 0.0
H 3.0971 -2.7584 1.2726 0.0 0.0 0.0
H -5.5594 0.5151 2.7299 0.0 0.0 0.0
H 5.8948 0.6801 -2.9964 0.0 0.0 0.0
H -2.8345 4.3299 0.6339 0.0 0.0 0.0
H 4.2828 -7.1408 0.0395 0.0 0.0 0.0
H 1.1613 -6.1703 -1.6335 0.0 0.0 0.0
H -1.4902 -0.5362 5.5140 0.0 0.0 0.0
H 1.9341 2.1977 -0.2138 0.0 0.0 0.0
H -0.2548 1.2786 4.2832 0.0 0.0 0.0
H 4.7087 -1.3487 -3.8128 0.0 0.0 0.0
```
Forces are in eV/Å.

Results
Highest occupied orbital energy (alpha / beta), eV: -13.0 / -13.9
Molecular weight, g/mol: 599.6
Gap between HOMO and LUMO (alpha / beta), eV: 7.74 / 8.57
Multiplicity: 2
Net charge: +2
E_LUMO (alpha / beta), eV: -5.2 / -5.3

***

# 3
# CH12B2ClCrMgO

A structure of composition CH12B2ClCrMgO (ωB97M-V/def2-TZVPD, OMol25).

The geometry in XYZ format:
```
19
Properties=species:S:1:pos:R:3:forces:R:3
Cr -1.2282 -0.2736 -0.0684 -0.2 3.3 -7.6
Cl 0.3908 -0.0810 0.9965 -4.6 -1.6 10.3
Mg 2.1185 0.3316 0.6461 7.7 3.7 14.1
O -2.1363 -0.1107 1.2572 -7.7 -1.2 9.9
C -1.9100 1.2110 1.5580 -0.9 3.2 1.5
B -0.0979 -1.0285 -1.4040 1.4 -3.6 -4.1
B 2.2111 -0.0052 -0.8962 2.7 -1.2 -12.2
H 0.1117 -1.5202 -2.3413 0.5 -1.3 -3.3
H -2.7183 1.5463 2.2079 -0.2 0.4 -0.3
H -1.1019 -1.2256 -1.0615 -3.5 -5.4 -3.7
H -1.9553 1.6893 0.5796 0.1 1.0 0.2
H -0.9670 1.3353 2.0905 -0.4 0.4 -0.2
H 1.9445 -0.9873 -0.5373 0.7 -2.9 1.4
H 0.0895 0.0318 -1.4741 -0.8 4.1 -0.4
H 2.5233 -0.0399 -1.9285 0.6 -0.1 -3.3
H 0.6224 -1.4092 -0.6966 0.7 -2.3 1.7
H 3.0539 0.4483 -0.3981 6.3 1.7 -1.4
H 1.3773 0.6241 -0.6261 -2.3 2.9 -2.6
H -2.3281 -0.5363 2.0961 -0.2 -1.0 0.1
```
Forces are in eV/Å.

Results
Highest occupied orbital energy (alpha / beta), eV: -11.8 / -13.7
Molecular weight, g/mol: 173.5
Gap between HOMO and LUMO (alpha / beta), eV: 7.28 / 9.10
Multiplicity: 5
Net charge: +1
E_LUMO (alpha / beta), eV: -4.6 / -4.6

***

So what do the calculations give for strongest force on any atom? Going down the list: 5.32, 1.04, 16.48 eV/Å.
So what do the calculations give for total energy? Going down the list: -268.14208, -3208.64605, -1874.09048 Eh.